DFT (ωB97M-V/def2-TZVPD) results for a structure of composition C39H44BrInN4O10S5 in a non-equilibrium geometry.

Positions of all 104 atoms, in Å:
In  0.5489  -0.1862  0.0467
C  0.8289  2.7479  3.2399
C  -0.6736  3.0144  3.2776
S  -1.4159  2.6708  1.6686
C  -2.7867  1.5688  2.0683
C  -2.4775  0.2773  2.8186
S  -1.3247  -0.9116  2.0607
C  -0.1471  -1.1718  3.4101
C  0.5546  0.0626  3.9695
S  1.3508  1.0972  2.7136
H  1.2786  2.9534  4.2129
H  1.3076  3.4157  2.5214
H  -0.8288  4.0643  3.5304
H  -1.1667  2.4297  4.0542
H  -3.2475  1.3603  1.1007
H  -3.5255  2.1161  2.6571
H  -3.4098  -0.2727  2.9527
H  -2.1042  0.5037  3.8166
H  0.5806  -1.8522  2.9814
H  -0.6647  -1.6902  4.2187
H  1.3116  -0.2792  4.6759
H  -0.1380  0.6904  4.5288
C  -2.4306  -1.6774  -1.0004
O  -1.0502  -1.5096  -1.3134
C  -0.5217  -2.2954  -2.2939
C  -1.1243  -3.3998  -2.8527
C  -0.4147  -4.1270  -3.8053
Br  -1.2560  -5.6133  -4.6216
C  0.8745  -3.8028  -4.1501
C  1.4885  -2.6894  -3.5682
C  0.7532  -1.9022  -2.6840
O  1.2257  -0.7791  -2.0937
C  2.9129  -2.4082  -3.7546
N  3.5354  -1.4229  -3.1498
C  4.8788  -1.5397  -3.4825
C  5.9729  -0.7718  -3.0881
C  7.2107  -1.1493  -3.5706
C  7.3641  -2.2548  -4.4224
C  6.2855  -3.0229  -4.8164
C  5.0420  -2.6403  -4.3254
N  3.7713  -3.1759  -4.4794
H  -3.0226  -1.6382  -1.9157
H  -2.7014  -0.8356  -0.3711
H  -2.5888  -2.6175  -0.4700
H  -2.1143  -3.7145  -2.5573
H  1.4026  -4.4178  -4.8668
H  2.2470  -0.7339  -2.2786
H  5.8457  0.0684  -2.4173
H  8.0866  -0.5816  -3.2838
H  8.3538  -2.5133  -4.7780
H  6.4069  -3.8741  -5.4742
H  3.5253  -3.9764  -5.0295
C  4.9567  -6.3778  4.4415
C  4.1343  -5.5604  3.4831
C  4.6069  -5.2587  2.2104
C  3.8427  -4.5224  1.3163
C  2.5891  -4.0766  1.7050
C  2.0937  -4.3696  2.9694
C  2.8650  -5.1101  3.8473
S  1.6406  -3.0681  0.6126
O  0.2339  -3.2475  0.9178
O  2.0891  -3.3984  -0.7205
N  1.9623  -1.5441  1.0232
C  3.3438  -1.1095  0.7286
C  3.4515  0.3057  0.1605
O  4.5529  0.8258  0.1143
O  2.3518  0.8521  -0.2660
H  6.0047  -6.4011  4.1436
H  4.5974  -7.4091  4.4778
H  4.8966  -5.9743  5.4532
H  5.5892  -5.6060  1.9104
H  4.2065  -4.3046  0.3202
H  1.0991  -4.0414  3.2471
H  2.4764  -5.3491  4.8314
H  3.8216  -1.7552  -0.0147
H  3.9480  -1.1352  1.6364
C  -3.8885  -1.9040  -5.3037
C  -2.9042  -0.7676  -5.3589
C  -3.3381  0.5386  -5.1371
C  -2.4603  1.5991  -5.2049
C  -1.1178  1.3640  -5.4868
C  -0.6556  0.0749  -5.6903
C  -1.5576  -0.9850  -5.6306
S  -0.0421  2.7643  -5.6100
O  -0.7514  3.7413  -6.3810
O  1.2607  2.2930  -5.9832
N  0.0844  3.3658  -4.1021
C  0.9646  2.6875  -3.1345
C  0.4213  2.8658  -1.7135
C  -0.8730  2.0944  -1.5398
O  -1.8954  2.4663  -2.0943
O  -0.8648  1.0085  -0.7942
H  -4.7719  -1.6854  -5.9065
H  -4.2293  -2.0752  -4.2788
H  -3.4487  -2.8331  -5.6678
H  -4.3853  0.7245  -4.9207
H  -2.8121  2.6113  -5.0503
H  0.3929  -0.0871  -5.9125
H  -1.2101  -1.9958  -5.8133
H  -0.8481  3.5282  -3.7145
H  1.9583  3.1227  -3.2070
H  1.0622  1.6196  -3.3568
H  0.2115  3.9243  -1.5362
H  1.1827  2.5354  -1.0188

Total energy   -7239.18582 Ha
E_HOMO   -8.5 eV
Strongest force on any atom   0.0252 hartree/bohr
Molar mass   1083.9 g mol⁻¹
ΔE to the lowest compared entry with this formula, charge and spin   3.52 kcal/mol